16
Properties=species:S:1:pos:R:3:forces:R:3 method="wB97M-V/def2-TZVPD" total_charge=0 lumo_ev=0.515 homo_lumo_gap_ev=9.381 e_tot_ev=-32226.092 homo_energy_ev=-8.866 smiles=OP(Cl)Oc1ccccc1 max_force_ha_per_bohr=0.101
C 0.07028 -2.23390 -1.08670 1.8 3.0 -0.3
C -0.81588 -1.71530 -0.22202 -4.7 -1.5 1.6
C 1.15779 -1.41557 -1.41841 1.6 -0.9 0.4
C -0.65777 -0.53099 0.41998 -0.3 -0.2 0.1
C 1.30298 -0.13191 -0.84073 -1.1 -2.6 -0.2
C 0.41088 0.26298 0.12727 -0.5 -2.6 -1.6
O -0.65154 2.83355 2.21178 -0.4 1.7 2.4
O 0.59229 1.30631 0.86010 1.0 4.5 1.9
P -0.09494 2.83282 0.72957 1.4 -0.8 -0.5
Cl -1.70333 2.23386 -0.33114 -1.0 0.3 -0.5
H -0.05110 -3.13424 -1.52516 -0.3 -2.9 -1.2
H -1.84559 -2.22385 0.05252 2.4 0.5 -0.7
H 2.03348 -1.96630 -1.90453 -1.3 1.4 0.1
H -1.37260 -0.24548 1.15174 -0.4 0.4 0.5
H 2.13008 0.45702 -0.97834 2.0 1.2 -0.6
H -0.50502 3.67100 2.75405 -0.2 -1.6 -1.3